Formula: C6H8N2
Source: OMol25
Level of theory: ωB97M-V/def2-TZVPD

The geometry in XYZ format:
```
16
Properties=species:S:1:pos:R:3:forces:R:3:nbo_charge:R:1
C -1.3089 -0.1041 1.1669 0.651 1.290 5.304 0.04
C -1.2883 -0.2548 -0.1701 0.028 -0.018 -3.075 -0.17
C 1.6387 -1.2204 1.0849 -0.760 0.121 -0.045 -0.14
C -1.2295 -0.2351 -1.3689 -0.321 -0.031 1.449 0.16
C -1.2138 -0.3295 -2.7913 0.032 2.100 0.686 -0.70
C 1.7304 1.1050 1.2229 -1.733 1.530 -0.432 -0.40
N -0.2826 -0.0304 1.9738 -0.766 0.880 -0.981 -0.23
N 0.9993 -0.0802 1.3340 -0.033 -5.589 -0.595 -0.28
H -2.2371 0.1568 1.7468 0.605 -0.857 -0.909 0.22
H 1.0367 -2.1839 1.2805 0.067 1.675 0.066 0.12
H -1.4508 -1.3402 -2.9356 -0.612 -1.295 -1.276 0.25
H -0.1901 -0.1153 -3.0424 0.341 0.014 -0.879 0.25
H -1.9104 0.4626 -3.1580 0.470 -1.055 -0.352 0.25
H 2.6953 0.8951 0.9420 2.047 -0.676 -0.844 0.24
H 1.2613 1.7917 0.5301 -0.131 0.342 -0.100 0.19
H 1.7498 1.4826 2.1843 0.114 1.571 1.984 0.20
```
Positions in Å, forces in eV/Å.

Calculated values
ΔE to the lowest compared entry with this formula, charge and spin   140.1 kcal per mole
HOMO energy   -7.75 eV
Multiplicity   1
F_max   5.6 eV/A
Orbital gap   7.96 eV



Formula: C33H35AlN5P2Se2
Source: OMol25
Level of theory: ωB97M-V/def2-TZVPD

The geometry in XYZ format:
```
78
Properties=species:S:1:pos:R:3:forces:R:3:mulliken_charge:R:1
Al 11.4257 13.9876 12.0995 -1.032 0.301 -0.117 0.64
Se 10.1379 6.9083 11.7547 -0.556 -0.459 0.491 -0.37
P 10.0416 8.3084 10.2170 0.596 0.581 -0.211 0.89
C 8.5055 8.2611 9.2374 0.630 1.275 -0.947 0.66
C 7.4564 7.5235 9.7343 -0.168 -0.272 -0.395 -0.41
C 6.2255 7.5772 9.0817 -0.074 0.301 0.056 -0.78
C 6.0864 8.3903 7.9620 -0.345 -0.511 0.164 -0.44
C 7.1599 9.0432 7.3790 0.232 0.522 0.306 -0.83
C 8.3617 9.0468 8.0459 -0.239 -1.250 1.430 -0.17
C 11.4740 8.1209 9.0886 -0.681 -0.593 -0.130 1.10
C 12.1992 6.9123 9.0226 -0.474 -0.250 1.159 -0.62
C 13.1528 6.7010 8.0645 0.166 1.053 -0.757 -0.80
C 13.3017 7.7029 7.0938 0.250 -0.491 0.210 -0.56
C 12.5877 8.8884 7.1116 0.182 -1.083 0.793 -1.36
C 11.6676 9.1003 8.1301 1.131 -0.675 -0.445 -0.14
C 10.1819 10.0850 10.7548 -0.077 1.114 -0.073 0.23
C 11.1879 10.9931 11.1614 0.002 0.382 -0.514 0.32
N 10.5900 12.2432 11.2519 0.468 -1.034 0.084 0.98
N 9.3171 12.0856 10.9367 -0.473 0.389 0.213 -1.33
N 9.0389 10.8471 10.6710 0.590 -0.534 -0.223 -0.19
P 12.9874 11.0887 11.2921 -0.578 0.491 1.660 1.14
Se 13.4943 13.0115 12.2867 0.791 -0.888 -0.104 -0.30
C 13.8699 11.0225 9.7999 -0.096 -0.544 -0.758 0.63
C 14.6204 9.8740 9.5823 -0.681 -0.693 0.765 -0.31
C 15.5163 9.8726 8.5522 0.897 -0.530 -0.736 -0.72
C 15.6530 10.9801 7.7314 0.421 0.803 -0.020 -0.60
C 14.8452 12.1137 7.9141 0.097 -0.754 -0.023 -0.86
C 13.9055 12.1024 8.9344 0.669 0.354 -0.191 -0.48
C 13.5963 9.7971 12.3623 0.928 0.876 0.502 0.31
C 14.6994 10.0293 13.2379 -0.959 0.278 -0.548 -1.16
C 15.0552 9.0527 14.1109 0.070 -0.714 0.795 -0.71
C 14.3220 7.8476 14.1879 0.882 0.725 -0.002 -0.66
C 13.2792 7.6143 13.3329 0.075 0.109 -0.363 -0.90
C 12.9533 8.6024 12.3738 -0.566 -1.818 0.677 1.29
H 7.6405 6.9045 10.5992 -0.231 -0.050 0.149 0.33
H 5.3697 7.0283 9.4778 0.246 0.211 -0.132 0.39
H 5.1127 8.5499 7.5461 -0.417 -0.244 -0.305 0.40
H 7.0521 9.6452 6.4785 -0.136 -0.160 0.213 0.41
H 9.1427 9.6743 7.7022 0.697 0.278 -0.293 0.26
H 12.0576 6.1088 9.7546 -0.278 0.570 -0.051 0.34
H 13.7963 5.8264 8.0895 -0.258 0.060 -0.174 0.43
H 14.0283 7.5634 6.3236 0.411 -0.069 -0.432 0.45
H 12.8551 9.6122 6.3872 -0.178 0.792 -0.566 0.51
H 11.1939 10.0357 8.1782 -0.762 1.071 0.175 0.64
H 14.4261 8.9839 10.2229 0.595 0.789 -0.622 0.39
H 16.1666 9.0134 8.3883 -0.235 0.133 0.026 0.47
H 16.4793 11.0098 7.0106 -0.540 -0.063 0.133 0.42
H 14.9848 12.9934 7.3044 -0.084 0.000 -0.113 0.48
H 13.3077 12.9775 9.1245 -0.147 0.197 0.056 0.51
H 15.2059 10.9782 13.3029 0.004 0.179 -0.333 0.49
H 15.8719 9.2319 14.8149 -0.215 -0.130 -0.289 0.41
H 14.6684 7.1416 14.9186 -0.242 -0.428 0.184 0.42
H 12.7323 6.6733 13.3929 0.003 0.336 -0.238 0.43
H 12.1503 8.3106 11.7007 0.237 0.500 0.140 -0.72
C 11.5298 15.8135 12.3245 -0.979 0.164 -0.049 -1.43
H 12.2547 16.4476 11.8145 0.127 -0.362 -0.191 0.25
H 10.6119 16.4374 12.4387 0.421 -0.445 0.065 0.21
C 7.9852 13.1682 14.9213 1.633 -2.057 -0.735 -0.79
C 8.9153 13.3439 13.6350 0.158 -0.735 1.907 -0.53
N 10.3695 13.4056 14.0316 -0.129 0.838 -0.384 0.04
C 10.6663 14.5547 14.9656 -1.218 -0.636 0.269 -0.43
C 9.6711 14.4445 16.1765 1.720 -0.255 0.402 -0.84
N 8.9191 13.1482 16.1153 1.155 -0.230 -1.601 -0.07
C 9.9384 11.9895 15.9985 -0.157 0.665 0.520 -0.84
C 10.7146 12.1246 14.6664 0.727 -0.432 -0.087 -0.31
H 7.3553 12.2435 14.9234 0.796 0.616 -0.044 0.37
H 7.3541 13.9776 15.0586 -1.199 1.665 0.197 0.30
H 8.5995 14.2093 13.1047 0.088 0.914 -0.419 0.65
H 8.8404 12.5094 12.9565 -0.361 -0.182 0.067 0.36
H 10.5863 15.4914 14.4241 -0.175 0.004 -0.185 0.26
H 11.7089 14.5260 15.2859 -0.149 -0.338 -0.033 0.49
H 9.0205 15.2593 16.3723 -1.166 0.700 -0.826 0.42
H 10.2189 14.4813 17.1155 0.363 -0.654 0.103 0.34
H 8.3957 13.0675 16.9557 -0.590 -0.369 0.911 0.28
H 9.4039 11.0652 16.1152 -0.468 -0.391 -0.319 0.39
H 10.5550 12.0532 16.8957 0.199 0.283 -0.184 0.28
H 10.4821 11.3081 13.9721 -0.378 0.195 0.128 0.13
H 11.8244 11.9966 14.7878 -0.967 0.610 0.210 0.52
```
Positions in Å, forces in eV/Å.

Calculated values
Charge   +1
ΔE to the lowest compared entry with this formula, charge and spin   10.2 kcal per mole
HOMO energy   -8.32 eV
Multiplicity   1
F_max   2.7 eV/A
Orbital gap   5.52 eV



Formula: C18H27B3O9
Source: OMol25
Level of theory: ωB97M-V/def2-TZVPD

The geometry in XYZ format:
```
57
Properties=species:S:1:pos:R:3:forces:R:3:nbo_charge:R:1
C -3.7155 4.3218 -1.4061 -0.175 0.296 -0.200 -0.25
C -3.5725 3.3024 -0.8000 0.146 -0.130 0.037 0.01
C -3.3293 2.0765 -0.0557 0.072 0.059 0.093 -0.84
B -1.7906 1.7538 -0.0297 -0.005 0.057 0.048 1.19
O -0.9677 2.3340 0.9362 -0.412 -0.391 0.364 -0.89
B 0.0358 1.5138 1.4241 -0.024 -0.003 0.102 0.97
O 0.6466 0.6516 0.5421 -0.058 0.718 -0.118 -0.91
B 0.1791 0.9272 -0.7457 0.035 -0.807 -0.142 1.25
C 1.1126 1.4205 -1.8858 0.116 -0.274 -0.150 -0.84
C 1.1656 2.9207 -1.6869 0.039 0.037 -0.050 0.09
C 0.2267 3.7442 -2.3024 0.108 -0.045 0.161 -0.25
C 0.2363 5.1110 -2.0677 -0.053 -0.108 -0.010 -0.19
C 1.1790 5.6631 -1.2152 0.002 0.100 0.006 -0.22
C 2.1191 4.8508 -0.6014 0.019 -0.192 0.032 -0.19
C 2.1114 3.4827 -0.8329 -0.153 0.050 -0.090 -0.26
O -1.2033 0.8719 -0.9056 0.176 0.654 -0.023 -0.90
H -3.9132 5.2198 -1.9349 0.049 0.078 -0.048 0.23
H -3.8986 1.2613 -0.4981 -0.034 -0.113 0.003 0.26
H -3.6599 2.2367 0.9710 -0.108 -0.114 0.071 0.26
H 0.3087 1.5163 2.5780 0.148 0.076 -0.024 -0.10
H 2.1115 0.9938 -1.8158 0.068 -0.024 0.026 0.25
H 0.6944 1.1809 -2.8613 -0.013 0.016 -0.082 0.25
H -0.5120 3.2916 -2.9502 -0.091 0.079 -0.079 0.22
H -0.5006 5.7430 -2.5418 -0.044 0.036 -0.037 0.22
H 1.1772 6.7270 -1.0262 0.015 0.057 0.002 0.21
H 2.8564 5.2727 0.0658 0.047 0.073 0.034 0.21
H 2.8338 2.8336 -0.3559 0.094 0.022 0.058 0.21
C 2.1194 -2.1500 0.9331 0.096 -0.284 -0.068 -0.64
C 3.0064 -1.1315 1.6095 -0.168 0.194 -0.008 -0.07
O 4.1275 -1.7517 2.2674 0.083 0.079 0.014 -0.49
C 5.1357 -2.0912 1.4690 -0.194 -0.388 -0.050 0.98
O 5.1914 -1.9210 0.2775 0.072 0.141 0.018 -0.65
O 6.0610 -2.7071 2.2061 0.047 0.100 0.024 -0.50
C 7.1833 -3.1934 1.4642 0.071 0.006 0.035 -0.26
H 1.8024 -2.9160 1.6427 -0.025 0.049 0.045 0.21
H 1.2360 -1.6597 0.5312 0.003 -0.010 0.038 0.22
H 2.6445 -2.6456 0.1165 0.026 0.050 -0.006 0.22
H 2.4712 -0.6165 2.4043 0.036 -0.037 0.053 0.19
H 3.3709 -0.3823 0.9087 0.026 -0.054 -0.052 0.20
H 7.6209 -2.4002 0.8625 -0.012 0.000 -0.021 0.20
H 6.8838 -4.0175 0.8189 -0.022 0.026 -0.031 0.19
H 7.8956 -3.5406 2.2060 -0.014 -0.006 0.014 0.20
C -1.9047 -2.0973 -0.4032 -0.107 -0.008 0.152 -0.64
C -2.2280 -3.5733 -0.4537 0.146 -0.026 -0.143 -0.07
O -3.1895 -3.9426 0.5512 -0.042 -0.096 -0.029 -0.49
C -4.4553 -3.6479 0.2624 0.053 0.347 0.185 0.98
O -4.8514 -3.1153 -0.7425 -0.020 -0.119 -0.065 -0.65
O -5.2106 -3.9979 1.3035 -0.005 -0.092 -0.039 -0.49
C -6.5987 -3.6802 1.1627 -0.055 -0.052 0.029 -0.26
H -1.5808 -1.8189 0.6016 0.070 0.002 -0.024 0.21
H -1.1053 -1.8621 -1.1056 -0.004 -0.040 -0.014 0.22
H -2.7735 -1.4957 -0.6648 0.012 -0.024 -0.057 0.23
H -1.3512 -4.1752 -0.2233 -0.018 -0.013 0.053 0.19
H -2.6011 -3.8665 -1.4342 -0.059 0.023 0.010 0.20
H -6.9942 -4.0838 0.2335 0.006 0.016 -0.017 0.20
H -6.7455 -2.6016 1.1835 0.016 0.008 -0.041 0.19
H -7.0914 -4.1401 2.0136 0.016 0.002 0.013 0.20
```
Positions in Å, forces in eV/Å.

Calculated values
HOMO energy   -9.23 eV
Multiplicity   1
F_max   0.8 eV/A
Orbital gap   9.72 eV



Formula: C13H19BBrF2O3PSi2
Source: OMol25
Level of theory: ωB97M-V/def2-TZVPD

The geometry in XYZ format:
```
42
Properties=species:S:1:pos:R:3:forces:R:3:nbo_charge:R:1
C 0.8752 2.2087 -2.3783 0.738 0.017 0.176 -1.03
B 1.3308 2.0890 -0.7684 0.349 -3.660 -1.158 0.54
O 1.7215 0.8269 -0.1076 -1.999 1.665 -2.163 -0.90
Si 1.3463 3.7044 0.2883 0.339 0.641 3.138 1.25
Br -0.5928 3.6325 1.5806 1.016 0.037 -0.725 -0.34
O 2.6696 3.8334 1.4371 0.362 -0.292 -3.138 -1.19
Si 4.2390 3.6002 0.6804 -1.404 0.315 1.527 1.07
P 5.5710 2.8193 2.3035 3.835 -0.550 -0.637 0.97
O 7.0872 2.7651 1.8571 -3.795 0.184 1.051 -1.07
H -0.2991 2.2524 -2.4860 2.602 0.029 0.014 0.27
H 1.3541 1.2570 -2.9080 -1.334 2.120 0.779 0.24
H 1.3430 3.1939 -2.8499 -0.996 -2.036 0.967 0.24
H 1.3100 0.0296 -0.5596 0.931 1.406 0.499 0.50
H 1.1844 4.8607 -0.5833 0.157 0.499 0.043 -0.18
H 4.2729 2.5740 -0.3595 -0.296 -0.155 -0.267 -0.16
H 4.8670 4.8268 0.1832 -0.165 0.228 -0.036 -0.16
H 5.3514 3.7054 3.4389 -0.127 -0.927 -0.469 -0.03
H 5.0387 1.4786 2.5846 0.184 1.204 0.264 -0.03
F -0.6916 0.1806 -2.3245 0.083 -0.616 -0.024 -0.35
C -1.9343 -0.0648 -1.8886 -1.412 -0.351 0.481 0.45
C -2.7359 -0.9672 -2.5791 0.107 -0.021 -0.053 -0.31
C -4.0281 -1.2269 -2.1226 0.160 0.307 0.291 -0.19
C -4.5086 -0.5722 -0.9858 0.040 -0.014 -0.039 -0.23
C -3.6981 0.3357 -0.3025 0.038 -0.236 -0.321 -0.18
C -2.4022 0.5866 -0.7528 0.155 0.019 -0.070 -0.32
H -2.3486 -1.4599 -3.4649 -0.002 0.054 0.089 0.23
H -4.6600 -1.9365 -2.6508 0.150 0.135 0.066 0.22
H -5.5181 -0.7717 -0.6327 0.206 0.041 -0.064 0.22
H -4.0757 0.8470 0.5796 0.129 -0.090 -0.158 0.23
H -1.7556 1.2825 -0.2286 -0.041 -0.028 -0.005 0.24
F -3.3983 -4.0324 2.2284 -0.183 -0.012 0.060 -0.32
C -2.1386 -3.9291 1.7844 1.024 0.092 -0.367 0.40
C -1.8771 -3.1954 0.6325 -0.087 0.034 -0.006 -0.29
C -0.5650 -3.0833 0.1727 0.034 -0.294 0.450 -0.20
C 0.4706 -3.7159 0.8647 -0.045 0.039 -0.033 -0.22
C 0.1974 -4.4543 2.0171 -0.245 0.222 -0.257 -0.20
C -1.1132 -4.5569 2.4828 -0.057 -0.016 0.022 -0.28
H -2.6954 -2.7178 0.1035 0.040 -0.010 0.061 0.23
H -0.3492 -2.5054 -0.7226 -0.105 -0.103 0.106 0.21
H 1.4933 -3.6319 0.5032 -0.186 -0.027 0.079 0.21
H 1.0046 -4.9492 2.5517 -0.178 0.096 -0.072 0.22
H -1.3423 -5.1194 3.3818 -0.022 0.054 -0.100 0.23
```
Positions in Å, forces in eV/Å.

Calculated values
HOMO energy   -9.39 eV
Multiplicity   1
F_max   3.9 eV/A
Orbital gap   8.74 eV